C30H34BIrN4 as an isolated structure. Source: the Open Molecules 2025 dataset; level of theory: wB97M-V/def2-TZVPD.

Structure (XYZ):
```
70
Properties=species:S:1:pos:R:3:forces:R:3
Ir 0.40390 -0.63877 0.56012 0.620 -0.653 -0.412
C 2.67234 2.98404 -0.83337 0.104 -0.064 0.021
C 2.76534 1.95017 0.26393 0.062 -0.003 0.075
C 3.48234 0.77445 -0.01554 0.037 -0.081 0.172
C 4.03272 0.55685 -1.40131 -0.043 0.164 0.030
C 3.72595 -0.16088 1.00235 -0.014 0.184 0.024
C 4.78768 -1.21591 0.82130 -0.180 -0.069 -0.067
C 3.04192 -0.05365 2.22427 0.182 0.056 -0.131
C 3.20926 -1.12427 3.27225 -0.068 0.053 -0.026
C 2.28089 1.09578 2.48771 -0.018 0.079 -0.040
C 1.64000 1.30026 3.83440 0.073 -0.034 -0.052
C 2.22258 2.14076 1.54017 0.079 -0.149 -0.054
C 1.62726 3.45224 1.98528 -0.070 -0.044 0.080
H 3.67186 3.28143 -1.15485 -0.029 0.037 -0.053
H 2.14425 3.88693 -0.54208 0.032 -0.014 -0.026
H 2.16771 2.57078 -1.71084 0.024 0.048 -0.043
H 4.86527 1.23249 -1.61526 0.028 -0.047 -0.010
H 3.26453 0.76657 -2.14764 0.023 -0.030 -0.041
H 4.37497 -0.46239 -1.55402 0.009 0.024 -0.031
H 4.37028 -2.18401 0.52797 0.079 -0.011 0.012
H 5.33497 -1.35838 1.75067 0.021 -0.033 -0.018
H 5.50345 -0.91716 0.06054 0.041 -0.044 0.039
H 3.86808 -0.78391 4.07470 0.012 -0.048 0.010
H 3.62594 -2.03507 2.85089 0.020 0.003 0.038
H 2.25460 -1.38685 3.72417 0.023 0.002 0.021
H 2.24213 1.98558 4.43741 -0.023 0.008 0.018
H 1.54708 0.37058 4.38492 -0.012 0.045 0.048
H 0.64463 1.73360 3.74228 -0.001 0.000 0.043
H 0.58499 3.34393 2.29652 -0.010 0.039 0.009
H 1.67645 4.22964 1.22969 0.014 0.019 0.043
H 2.17102 3.81316 2.86014 -0.042 0.054 -0.010
N -7.70287 0.49803 -5.91421 0.054 -0.032 0.008
C -6.80200 0.27178 -5.23885 -0.213 0.005 -0.177
C -5.68930 0.01966 -4.37295 0.204 -0.032 0.237
C -5.91186 -0.16228 -3.00788 -0.024 -0.017 -0.084
C -4.83715 -0.34429 -2.15777 0.111 -0.021 0.003
C -3.53460 -0.32924 -2.65688 -0.230 0.046 -0.014
C -3.32019 -0.17549 -4.02250 0.149 -0.063 0.066
C -4.39276 -0.01475 -4.88199 -0.095 0.017 -0.050
C -2.40653 -0.43449 -1.68826 0.030 0.021 0.056
C -2.24481 -1.66262 -1.04034 -0.026 0.175 -0.118
C -3.00295 -2.86738 -1.30825 0.017 -0.327 0.159
C -2.57414 -3.79662 -0.41883 -0.389 -0.029 -0.389
C -1.55792 -3.15971 0.37353 0.253 0.359 0.146
N -1.36482 -1.91098 -0.00001 0.129 0.070 0.157
C -1.68795 0.73986 -1.42892 -0.147 -0.301 -0.008
C -2.03055 2.03592 -1.97050 0.189 0.365 0.040
C -1.20021 2.93936 -1.39053 -0.370 -0.062 -0.386
C -0.34942 2.19399 -0.51778 0.157 -0.209 0.252
N -0.61598 0.89729 -0.54822 0.085 0.025 0.255
H -6.92304 -0.15878 -2.62515 0.006 0.031 0.011
H -5.00072 -0.48343 -1.09600 -0.039 0.038 -0.007
H -2.31059 -0.19372 -4.41465 -0.011 0.029 -0.017
H -4.23416 0.08823 -5.94651 0.017 0.047 0.007
H -3.75377 -2.97817 -2.07270 0.005 0.009 0.004
H -2.91281 -4.81411 -0.31270 0.021 0.004 0.031
H -0.99036 -3.59464 1.18529 0.003 0.021 0.024
H -2.81433 2.22109 -2.68523 -0.024 -0.006 0.022
H -1.16645 4.00568 -1.54053 -0.013 0.002 0.019
H 0.42383 2.58498 0.12727 -0.178 -0.136 -0.097
B -1.34993 -2.16065 4.53220 -0.446 0.090 0.730
C -0.57631 -1.47756 3.41262 0.198 0.194 -0.278
N -0.01065 -0.99743 2.51251 -0.231 0.047 -0.002
H -1.00853 -3.31135 4.57391 -0.051 -0.162 -0.145
H -2.51726 -1.94503 4.29804 -0.070 -0.237 -0.331
H -1.16931 -1.60619 5.58785 0.373 0.100 -0.050
C 1.68358 -2.07668 -0.46037 -0.305 0.250 0.084
H 2.16739 -2.66624 0.31952 -0.015 0.074 0.061
H 2.42695 -1.59374 -1.09060 -0.017 0.069 0.078
H 1.05811 -2.72831 -1.07047 -0.081 0.058 0.029
```
Forces are in eV/Å.

DFT total energy in hartree: -1511.3353
Orbital gap (spin up / spin down) in eV: 6.350 / 4.700
Spin multiplicity: 6
Net charge: +1
⟨S²⟩: 8.847
Lowest unoccupied orbital energy (spin up / spin down) in eV: -4.837 / -6.634
Maximum force in eV/Å: 0.99

---

The molecule C5H5Cl3N2 in a non-equilibrium geometry. Source: the Open Molecules 2025 dataset; level of theory: wB97M-V/def2-TZVPD.

Structure (XYZ):
```
15
Properties=species:S:1:pos:R:3:forces:R:3
C 0.18602 0.77335 -0.66590 1.722 1.745 1.889
N 0.22268 -0.12044 0.51031 -0.887 -0.549 -0.860
N 1.14278 0.04746 1.46741 -0.424 -1.165 -0.180
C 0.95608 -0.98945 2.30504 -1.159 1.436 -2.022
C -0.13180 -1.79984 1.94249 0.071 0.972 -0.831
Cl -0.81597 -3.08014 2.90584 0.472 0.436 -0.620
C -0.56124 -1.20792 0.73086 -2.251 -1.757 -0.457
C -1.80922 -1.74515 -0.31997 3.339 2.228 2.635
Cl -3.12332 -2.37882 0.63713 -0.321 0.123 -0.196
Cl -1.04347 -3.03977 -1.28705 -0.556 0.802 -0.237
H -0.07511 0.24530 -1.54322 -0.932 -0.614 -0.732
H -0.52660 1.69637 -0.40667 1.959 -1.855 -0.948
H 1.33229 0.96887 -0.86485 -2.449 0.535 0.597
H 1.63352 -0.96647 3.06251 1.355 -0.656 2.428
H -2.10397 -0.75863 -0.77668 0.059 -1.683 -0.465
```
Forces are in eV/Å.

ΔE to the lowest compared entry with this formula, charge and spin in kJ/mol: 0.0
DFT total energy in hartree: -1683.5442
Orbital gap in eV: 9.744
Net charge: 0
Lowest unoccupied orbital energy in eV: 0.579
Maximum force in eV/Å: 4.80

---

C11H14CuN2O8P2 as an isolated structure in a non-equilibrium geometry. Source: the Open Molecules 2025 dataset; level of theory: wB97M-V/def2-TZVPD.

Structure (XYZ):
```
38
Properties=species:S:1:pos:R:3:forces:R:3
Cu -0.15177 0.09382 0.41116 0.717 -0.108 0.458
O 1.72992 -0.10111 0.82756 -0.746 -0.263 -0.475
C 2.74637 0.61940 0.42380 -0.551 -1.930 1.203
C 4.03371 -0.00211 0.62437 -0.975 1.255 0.367
C 5.17884 0.70753 0.46203 1.816 -0.764 -0.913
C 5.09960 1.96577 -0.22673 -0.888 -0.344 1.417
C 3.84001 2.54695 -0.33308 1.291 0.645 -0.780
C 2.62998 1.92315 -0.00936 1.371 0.472 -0.907
C 1.37674 2.58741 -0.22446 0.167 -0.264 1.459
N 0.20142 1.97401 -0.05399 0.999 -0.565 -0.674
C -0.72788 2.93434 -0.11526 -2.688 0.907 -0.466
C -0.17593 4.14207 -0.25008 0.535 2.038 -0.034
N 1.21661 3.94304 -0.33917 -2.304 -2.324 0.081
H 4.01160 -0.97297 1.06621 -0.010 -0.479 0.183
H 6.16505 0.16106 0.77048 -1.728 1.445 -0.854
H 5.97710 2.49351 -0.55029 0.175 0.177 0.082
H 3.80141 3.56029 -0.73874 0.073 -0.206 -0.107
H -1.81123 2.77356 -0.20000 0.780 -0.326 0.477
H -0.69528 5.11780 -0.24963 0.798 -0.758 -0.237
H 1.96320 4.56682 -0.23035 0.783 1.023 0.028
C -3.81990 -3.45212 -0.45808 -0.562 0.190 -0.379
C -2.99783 -2.41642 0.25455 0.692 2.363 0.467
O -3.45360 -2.14948 1.59109 -0.363 -0.913 -0.178
P -2.73815 -0.76720 -0.70507 0.307 -0.150 1.641
O -4.22438 -0.37578 -1.14751 0.381 0.304 -0.045
O -1.86067 -1.19165 -1.84465 -0.395 0.962 0.027
O -2.17800 0.31805 0.30060 -0.791 -1.809 -1.716
P -1.24760 -2.89749 0.29574 1.648 -1.114 1.240
O -1.07551 -4.27209 1.07771 -0.589 -0.068 -0.903
O -0.76916 -3.34564 -1.12847 -0.445 1.157 0.185
O -0.40936 -1.85113 0.99728 -0.598 0.236 -0.669
H -4.89823 -3.15698 -0.53782 0.993 -0.371 0.214
H -3.66489 -4.44205 -0.01523 -0.388 0.219 0.168
H -3.38570 -3.51726 -1.45389 -0.274 -0.067 -0.270
H -3.26360 -1.26731 1.93307 0.431 0.056 -0.578
H -4.57719 0.33226 -0.59615 -0.068 0.066 -0.022
H -1.00144 -2.46844 -1.60681 0.148 -0.785 -0.631
H -0.84425 -4.11358 1.97918 0.258 0.096 1.141
```
Forces are in eV/Å.

ΔE to the lowest compared entry with this formula, charge and spin in kJ/mol: 68.0
DFT total energy in hartree: -3462.4408
Orbital gap (spin up / spin down) in eV: 8.043 / 7.163
Spin multiplicity: 2
Net charge: 0
⟨S²⟩: 0.753
Lowest unoccupied orbital energy (spin up / spin down) in eV: 0.348 / -0.506
Maximum force in eV/Å: 3.27